Model 1:
Density functional theory data (ωB97M-V/def2-TZVPD) for 2 unconnected molecules or ions with the total composition C3H10N2O2S.

Its structure (SMILES) is NC(=O)[C@@H](N)CS.O. Its HOMO energy is -0.335 hartree.

Each line ends with the Löwdin charge.
Positions of all 18 atoms, in Å:
N 2.68 0.33 -0.80  0.1697
C 1.45 -0.06 -1.20  -0.5375
O 1.25 -0.76 -2.17  0.0615
C 0.30 0.38 -0.29  -0.3910
N -0.95 0.48 -0.99  0.0457
C 0.24 -0.67 0.87  -0.4812
S 0.49 0.10 2.52  0.6994
H 2.85 0.77 0.10  0.1082
H 3.50 -0.02 -1.28  0.1106
H 0.55 1.35 0.12  0.1155
H -1.11 1.40 -1.36  0.0904
H -1.18 -0.30 -1.58  0.0971
H 1.05 -1.39 0.80  0.0636
H -0.71 -1.20 0.85  0.0680
H -0.77 0.09 2.95  -0.1523
O -3.21 -0.32 0.84  -0.0848
H -2.50 0.21 0.44  -0.0117
H -3.92 -0.39 0.19  0.0288

Model 2:
Density functional theory data (ωB97M-V/def2-TZVPD) for 2 unconnected molecules or ions with the total composition C3H10N2O2S.

Its structure (SMILES) is NC(=O)O.NCCS. Its HOMO energy is -0.340 hartree.

Each line ends with the Löwdin charge.
Positions of all 18 atoms, in Å:
N -1.59 -1.41 2.75  0.1527
C -1.31 -0.74 1.59  -0.7318
O -1.85 -1.09 0.54  0.0057
O -0.48 0.25 1.71  0.0282
H -1.96 -2.34 2.68  0.0965
H -1.06 -1.22 3.58  0.0937
H -0.32 0.85 0.78  0.0539
N -0.14 1.75 -0.30  0.0307
C 0.96 1.15 -1.09  -0.3262
C 0.76 -0.29 -1.53  -0.5454
S 2.38 -0.85 -2.16  0.7089
H -0.02 2.73 -0.11  0.1155
H -1.05 1.65 -0.74  0.1217
H 1.19 1.76 -1.97  0.1074
H 1.90 1.26 -0.54  0.1027
H 0.02 -0.37 -2.32  0.0759
H 0.40 -0.93 -0.73  0.0582
H 2.16 -2.17 -2.13  -0.1483

Most stable pick: model 2. Distance to second place: 0.332 eV.

Model 1:
Density functional theory data (ωB97M-V/def2-TZVPD) for 2 unconnected molecules or ions with the total composition C2H5FIN.

Its structure (SMILES) is C=C.FNI. Its HOMO energy is -0.342 hartree.

Each line ends with the Löwdin charge.
Positions of all 10 atoms, in Å:
C 1.40 0.57 0.69  -0.0604
C 0.27 1.24 0.73  -0.0806
H 1.45 -0.29 0.09  0.0279
H 2.18 0.65 1.40  0.0437
H -0.42 1.20 -0.13  0.0376
H -0.07 1.97 1.45  0.0512
F -0.98 -1.63 -2.37  -0.2003
N -1.47 -1.05 -1.22  -0.5919
I -1.61 -2.29 0.29  0.8187
H -0.76 -0.37 -0.93  -0.0459

Model 2:
Density functional theory data (ωB97M-V/def2-TZVPD) for a molecular structure, C2H5FIN.

Its HOMO energy is -0.346 hartree.

Each line ends with the Löwdin charge.
Positions of all 10 atoms, in Å:
C 0.65 0.97 0.01  -0.0046
C 0.67 -0.89 0.50  -0.8959
N -0.56 -1.46 0.17  -0.0282
F 1.75 -1.42 -0.17  -0.0621
I 0.79 -0.86 2.68  0.7764
H -0.34 1.23 -0.03  0.0020
H 1.14 1.54 0.84  0.0392
H 1.11 1.01 -0.91  0.0120
H -0.98 -1.37 -0.75  0.0908
H -0.87 -2.30 0.67  0.0704

Most stable pick: model 2. Distance to second place: 2.746 eV.

Model 1:
Density functional theory data (ωB97M-V/def2-TZVPD) for 2 unconnected molecules or ions with the total composition C5H14N3.

Its HOMO energy is -0.462 hartree. The charge is +1.

Each line ends with the Löwdin charge.
Positions of all 22 atoms, in Å:
C -2.90 -0.29 0.33  -0.1026
C -1.71 0.54 0.78  -0.3084
C -0.79 2.65 0.44  -0.0789
N -1.74 1.87 0.18  -0.0203
H -2.86 -1.29 0.77  0.0701
H -3.83 0.19 0.65  0.0776
H -2.93 -0.38 -0.75  0.0697
H -0.78 0.03 0.49  0.0755
H -1.70 0.63 1.87  0.1173
H 0.08 2.40 1.06  0.0657
H -0.81 3.67 0.06  0.0763
C 1.96 0.77 -0.39  -0.0218
N 2.16 -0.68 -0.20  0.0333
C 1.49 -1.58 -0.85  -0.1428
N 1.67 -2.88 -0.73  0.1962
H 2.68 1.15 -1.11  0.1050
H 2.09 1.26 0.57  0.0953
H 0.95 0.95 -0.75  0.0702
H 2.89 -0.97 0.44  0.1714
H 0.72 -1.26 -1.55  0.1713
H 2.31 -3.28 -0.07  0.1410
H 1.05 -3.50 -1.24  0.1388

Model 2:
Density functional theory data (ωB97M-V/def2-TZVPD) for a gas-phase ion, C5H14N3 (charge +1).

Its structure (SMILES) is C[C@@H](N)C[C@H](N)C=[NH2+]. Its HOMO energy is -0.454 hartree. The charge is +1.

Each line ends with the Löwdin charge.
Positions of all 22 atoms, in Å:
C -0.46 0.10 2.90  -0.0436
C 0.16 0.37 1.53  -0.4522
N 1.59 0.23 1.48  0.0572
C -0.57 -0.40 0.41  -0.0811
C -0.02 0.06 -0.98  -0.4117
N -0.01 1.51 -1.10  0.1384
C -0.54 -0.61 -2.13  0.0702
N 0.26 -1.36 -2.95  0.1184
H -0.48 0.97 3.54  0.0821
H 0.05 -0.69 3.45  0.0806
H -1.48 -0.30 2.78  0.0779
H -0.05 1.42 1.32  0.1278
H 2.16 1.02 1.24  0.0861
H 1.97 -0.65 1.17  0.0835
H -0.34 -1.46 0.51  0.1318
H -1.63 -0.19 0.45  0.1200
H 1.05 -0.16 -0.90  0.1476
H -0.95 1.84 -1.35  0.1133
H 0.57 1.80 -1.89  0.1093
H -1.50 -0.28 -2.56  0.1601
H 0.23 -0.91 -3.87  0.1370
H -0.01 -2.34 -3.08  0.1473

Model 3:
Density functional theory data (ωB97M-V/def2-TZVPD) for a gas-phase ion, C5H14N3 (charge +1).

Its structure (SMILES) is C[N@H+]1CC[C@@H](N)[C@@H]1N. Its HOMO energy is -0.486 hartree. The charge is +1.

Each line ends with the Löwdin charge.
Positions of all 22 atoms, in Å:
C 0.35 -2.00 0.79  -0.0082
N 0.71 -0.98 -0.19  -0.1119
C -0.37 -0.90 -1.19  -0.1660
C -1.41 0.03 -0.70  -0.1431
C -0.57 1.13 -0.09  -0.3551
N -1.36 1.93 0.78  0.1091
C 0.82 0.51 0.44  -0.2143
N 1.94 1.07 -0.12  0.1105
H -0.64 -1.66 1.27  0.1452
H 0.35 -2.96 0.33  0.0956
H 1.16 -2.03 1.56  0.1258
H 1.64 -1.13 -0.77  0.2331
H -0.87 -1.87 -1.26  0.1298
H 0.07 -0.69 -2.24  0.1796
H -2.07 0.64 -1.31  0.1368
H -2.19 -0.34 0.12  0.1706
H -0.26 1.70 -0.93  0.1326
H -1.69 1.38 1.52  0.0773
H -0.81 2.61 1.11  0.0411
H 0.91 0.46 1.46  0.1317
H 2.41 1.64 0.46  0.0589
H 1.87 1.45 -1.06  0.1209

Model 4:
Density functional theory data (ωB97M-V/def2-TZVPD) for 2 unconnected molecules or ions with the total composition C5H14N3.

Its HOMO energy is -0.506 hartree. The charge is +1.

Each line ends with the Löwdin charge.
Positions of all 22 atoms, in Å:
C 1.80 -0.52 0.01  -0.3743
C 3.19 -1.11 0.20  -0.0209
C 1.06 1.84 -0.50  -0.0953
C 1.77 0.94 0.48  -0.1760
C -0.73 -0.70 -0.70  0.0356
N 0.91 -1.22 -0.51  0.1723
N -1.56 -0.80 0.26  0.1753
N -4.52 -0.37 0.17  0.0602
H 3.25 -2.17 0.10  0.0655
H 3.48 -0.99 1.26  0.1001
H 4.04 -0.62 -0.34  0.1134
H 0.07 2.21 -0.17  0.0796
H 1.07 1.52 -1.45  0.0286
H 1.59 2.90 -0.55  0.1305
H 1.25 0.93 1.37  0.0991
H 2.73 1.28 0.68  0.0914
H -1.03 -0.56 -1.74  0.1261
H -2.70 -0.53 0.26  0.1571
H -1.20 -1.15 1.10  0.1079
H -4.41 -0.36 -0.81  0.0370
H -5.24 -1.00 0.31  0.0279
H -4.82 0.51 0.57  0.0589

Most stable pick: model 1. Distance to second place: 0.684 eV.

Model 1:
Density functional theory data (ωB97M-V/def2-TZVPD) for 2 unconnected molecules or ions with the total composition C5H14N3.

Its HOMO energy is -0.469 hartree. The charge is +1.

Each line ends with the Löwdin charge.
Positions of all 22 atoms, in Å:
C -1.92 0.65 0.92  -0.1087
C -1.14 1.72 0.86  -0.1831
N -1.45 2.91 1.49  0.0762
N -1.46 -0.65 0.38  0.1452
H -2.91 0.61 1.34  0.1192
H -0.17 1.73 0.39  0.1253
H -1.19 3.74 0.98  0.1038
H -2.39 2.99 1.86  0.1023
H -2.24 -1.12 -0.06  0.1587
H -1.15 -1.25 1.16  0.1532
H -0.62 -0.61 -0.31  0.0915
C 2.33 -1.48 0.57  -0.0837
C 1.75 -1.86 -0.79  -0.2635
C 0.96 -0.28 -2.33  0.0181
N 0.77 -0.86 -1.22  -0.0847
H 3.09 -2.21 0.86  0.0822
H 2.73 -0.47 0.55  0.0783
H 1.58 -1.53 1.37  0.0625
H 1.21 -2.81 -0.69  0.1176
H 2.56 -1.96 -1.51  0.1110
H 1.81 -0.51 -2.99  0.0950
H 0.25 0.47 -2.65  0.0835

Model 2:
Density functional theory data (ωB97M-V/def2-TZVPD) for a gas-phase ion, C5H14N3 (charge +1).

Its HOMO energy is -0.427 hartree. The charge is +1.

Each line ends with the Löwdin charge.
Positions of all 22 atoms, in Å:
C 0.44 1.11 -0.99  -0.0922
C -0.53 1.25 1.15  0.0145
C -0.82 0.26 -0.89  -0.0427
C -1.97 -1.86 -0.66  -0.0129
C 1.91 0.90 0.97  -0.0161
N 0.47 -1.67 -0.53  0.0840
N -0.76 -1.08 -0.83  -0.2486
N 0.73 1.56 0.39  -0.2009
H 1.28 0.54 -1.39  0.1260
H 0.25 1.96 -1.64  0.1373
H -1.16 2.11 1.31  0.0603
H -0.37 0.62 2.00  0.0587
H -1.75 0.68 -1.24  0.1324
H -1.85 -2.55 0.17  0.0959
H -2.81 -1.21 -0.44  0.0961
H -2.20 -2.44 -1.56  0.0992
H 1.97 1.10 2.04  0.1105
H 1.82 -0.17 0.80  0.0807
H 2.82 1.26 0.49  0.1107
H 0.42 -2.15 0.37  0.1103
H 0.72 -2.36 -1.24  0.1174
H 0.90 2.57 0.42  0.1794

Model 3:
Density functional theory data (ωB97M-V/def2-TZVPD) for 2 unconnected molecules or ions with the total composition C5H14N3.

Its HOMO energy is -0.495 hartree. The charge is +1.

Each line ends with the Löwdin charge.
Positions of all 22 atoms, in Å:
C -0.80 0.83 -2.07  -0.0757
N -1.54 0.49 -0.84  -0.1197
C -2.23 -0.73 -0.90  -0.3221
N -3.19 -1.01 -0.13  0.1086
H -1.43 1.13 -2.91  0.0929
H -0.08 1.62 -1.87  0.0793
H -0.20 -0.05 -2.33  0.0857
H -2.15 1.24 -0.56  0.1366
H -1.80 -1.41 -1.64  0.1311
H -3.67 -1.85 -0.44  0.0601
C 2.27 1.07 0.82  -0.0186
C 1.54 -0.23 1.08  -0.3545
C 2.07 -1.43 1.24  0.1103
N 0.11 -0.04 1.35  0.1960
H 3.28 0.96 1.21  0.0958
H 2.33 1.30 -0.24  0.0899
H 1.74 1.88 1.32  0.0867
H 1.45 -2.22 1.65  0.0823
H 3.09 -1.64 1.00  0.0908
H -0.42 0.34 0.50  0.1129
H -0.02 0.64 2.11  0.1707
H -0.35 -0.90 1.66  0.1609

Most stable pick: model 1. Distance to second place: 0.084 eV.

Model 1:
Density functional theory data (ωB97M-V/def2-TZVPD) for a gas-phase ion, C5H14N3 (charge +1).

Its structure (SMILES) is C=[N+](C)N(C)N(C)C. Its HOMO energy is -0.503 hartree. The charge is +1.

Each line ends with the Löwdin charge.
Positions of all 22 atoms, in Å:
C -1.11 0.56 -1.82  0.1679
N -0.75 -0.45 -1.12  -0.1727
C -1.01 -1.81 -1.56  0.0266
N -0.23 -0.35 0.10  -0.0813
C 0.60 -1.38 0.66  -0.0464
N 0.13 1.20 0.57  -0.1533
C 1.52 1.44 0.34  -0.0922
C -0.28 1.35 1.93  -0.0888
H -0.91 1.55 -1.45  0.1045
H -1.61 0.41 -2.76  0.1110
H -1.56 -1.79 -2.50  0.1102
H -1.61 -2.34 -0.82  0.1206
H -0.08 -2.35 -1.71  0.1142
H 0.90 -1.06 1.66  0.0940
H 0.05 -2.31 0.78  0.0970
H 1.51 -1.56 0.07  0.1035
H 1.67 2.51 0.46  0.1069
H 2.19 0.92 1.03  0.0910
H 1.78 1.19 -0.69  0.0936
H 0.40 0.90 2.66  0.0885
H -0.33 2.42 2.12  0.1062
H -1.28 0.94 2.06  0.0990

Model 2:
Density functional theory data (ωB97M-V/def2-TZVPD) for a molecular structure, C5H14N3.

Its HOMO energy is -0.509 hartree. The charge is +1.

Each line ends with the Löwdin charge.
Positions of all 22 atoms, in Å:
C -0.17 -1.06 -3.17  -0.0757
C -0.36 -0.33 -1.88  -0.1365
C -1.53 0.10 -1.47  -0.1280
N -1.71 0.84 -0.22  0.0996
H -1.11 -1.19 -3.69  0.0806
H 0.52 -0.52 -3.82  0.0878
H 0.26 -2.04 -2.99  0.0869
H 0.53 -0.15 -1.29  0.1057
H -2.44 -0.05 -2.06  0.1255
H -0.77 0.69 0.54  0.0779
H -1.87 1.83 -0.42  0.1473
H -2.55 0.52 0.25  0.1435
C 1.43 1.42 1.37  -0.0549
N 1.45 -0.88 2.90  0.0759
C 0.34 -0.55 2.09  -0.2103
N 0.29 0.49 1.38  -0.0338
H 1.73 1.67 2.38  0.0895
H 1.14 2.32 0.84  0.0823
H 2.28 0.97 0.86  0.0921
H 1.12 -1.18 3.81  0.0997
H 1.93 -1.69 2.51  0.1079
H -0.52 -1.23 2.08  0.1373

Model 3:
Density functional theory data (ωB97M-V/def2-TZVPD) for 2 unconnected molecules or ions with the total composition C5H14N3.

Its HOMO energy is -0.452 hartree. The charge is +1.

Each line ends with the Löwdin charge.
Positions of all 22 atoms, in Å:
C 3.48 0.12 0.05  -0.2520
C 4.28 -0.86 -0.21  0.0222
C -1.49 -0.68 1.27  0.0113
C -1.77 1.40 0.06  0.0106
C -0.15 -0.23 -0.68  -0.0124
N 2.56 0.90 0.25  0.1093
N -2.41 -0.74 -0.87  0.1241
N -1.47 -0.04 -0.06  -0.4624
H 4.84 -0.91 -1.13  0.0659
H 4.49 -1.60 0.54  0.0688
H -0.13 0.24 -1.67  0.1160
H -0.67 -0.30 1.88  0.1174
H -2.43 -0.49 1.76  0.1131
H -1.37 -1.76 1.14  0.1179
H -2.74 1.54 0.53  0.1131
H -1.00 1.89 0.66  0.1155
H -1.78 1.86 -0.93  0.1153
H 0.04 -1.29 -0.80  0.1196
H 0.67 0.22 -0.09  0.0576
H 2.77 1.78 0.72  0.0862
H -3.36 -0.59 -0.56  0.1222
H -2.33 -0.47 -1.85  0.1208

Most stable pick: model 2. Distance to second place: 1.707 eV.